Here is a molecular structure, C26H30AsCl3F12GeNO2ReSi2 from OMol25. Energies are from ωB97M-V/def2-TZVPD.

```
! wB97M-V def2-TZVPD RIJCOSX def2/J DEFGRID3
* xyz 3 2
Re -1.3067 1.1508 -0.4120
C 1.4224 -3.2694 -5.3961
C 1.1358 -2.2573 -4.3357
C 2.1212 -1.3971 -3.8636
C 1.8305 -0.5240 -2.8522
C 0.5339 -0.4307 -2.2647
N 0.4119 0.3023 -1.1289
C 1.6035 0.5653 -0.3943
C 2.3974 -0.4980 0.0215
C 3.5591 -0.2615 0.7377
C 3.9592 1.0395 1.0243
C 5.2326 1.3231 1.7698
C 3.1425 2.0947 0.6067
C 1.9501 1.8850 -0.0707
C 0.9768 2.9914 -0.4651
O -0.2879 2.7363 0.0639
C 0.8588 3.1409 -2.0362
F -0.3236 2.5670 -2.4411
F 0.8272 4.3820 -2.4566
F 1.8296 2.4924 -2.6641
C 1.3575 4.3773 0.1234
F 0.4050 5.2652 -0.0995
F 1.4868 4.2711 1.4544
F 2.4993 4.8225 -0.3772
C -0.5380 -1.1474 -2.9076
C -0.1742 -2.0939 -3.8448
C -2.0372 -1.0202 -2.5605
O -2.3892 0.2462 -1.9046
C -2.4569 -2.2096 -1.6341
F -3.5325 -1.9294 -0.9116
F -2.7007 -3.2776 -2.3725
F -1.4580 -2.5066 -0.7905
C -2.9469 -0.9476 -3.8418
F -2.6101 0.1343 -4.5277
F -2.9809 -1.9772 -4.6420
F -4.2100 -0.7655 -3.3765
H 2.4326 -3.6636 -5.3056
H 1.3504 -2.7945 -6.3790
H 0.7095 -4.0911 -5.3773
H 3.1172 -1.4254 -4.2845
H 2.6009 0.1383 -2.4893
H 2.1045 -1.5082 -0.2369
H 4.1784 -1.0933 1.0461
H 5.8538 0.4353 1.8548
H 5.0146 1.6832 2.7767
H 5.8089 2.1010 1.2701
H 3.4816 3.0990 0.8131
H -0.9071 -2.7625 -4.2516
C 0.3370 -2.5314 3.6127
Si -0.9978 -3.4945 2.8470
C -0.5595 -4.7065 1.5837
C -2.6845 -3.3774 3.4817
As -1.4160 0.0585 1.5090
Si -1.0797 2.2402 3.5286
C -1.7718 3.6254 2.5921
C -2.1673 1.3361 4.6832
C 0.7204 2.0021 3.6126
H 1.0277 -3.2106 4.1243
H -0.0578 -1.8196 4.3371
H 0.9160 -1.9974 2.8533
H -0.0709 -5.5570 2.0757
H 0.1557 -4.2904 0.8711
H -1.4343 -5.0799 1.0510
H -2.8205 -4.1471 4.2532
H -3.4250 -3.5710 2.7038
H -2.8705 -2.4053 3.9394
H -2.8470 3.5074 2.4507
H -1.2585 3.7155 1.6349
H -1.6033 4.5579 3.1434
H -2.9887 0.8542 4.1508
H -2.6215 2.0402 5.3886
H -1.6130 0.5941 5.2576
H 1.1033 1.7164 2.6296
H 0.9881 1.2466 4.3512
H 1.2114 2.9441 3.8744
Cl -5.8358 0.4748 -1.0143
Ge -4.1293 1.1496 -1.9606
Cl -3.1504 2.5325 -0.5189
Cl -4.3901 2.2003 -3.7132
*
```

Properties
HOMO level (spin up / spin down)	-15.71 / -16.28	eV
Kohn-Sham gap (spin up / spin down)	6.3 / 5.9	eV
LUMO (spin up / spin down)	-9.38 / -10.35	eV
electronic energy	-238429.329	eV
energy above the lowest of the compared OMol25 structures with the same formula, charge and spin	0.278	eV

Here is a molecular structure, C26H30BrIMnN4S2 from OMol25. Energies are from ωB97M-V/def2-TZVPD.

```
! wB97M-V def2-TZVPD RIJCOSX def2/J DEFGRID3
* xyz 0 6
Mn 0.5613 -0.1784 1.4658
C 1.7270 -5.3064 1.8794
S 2.6988 -4.1790 2.9321
C 2.0665 -2.6123 2.4939
S 0.5507 -2.4582 1.6027
N 2.7204 -1.5626 2.8693
N 2.1968 -0.3887 2.5278
C 2.9053 0.7354 2.7252
C 2.3544 1.9247 2.2323
C 2.9316 3.2054 2.4031
C 2.2786 4.3179 1.9547
C 1.0417 4.1686 1.3012
C 0.5477 2.8978 1.1180
N 1.1567 1.7918 1.5484
H 1.7027 -6.2702 2.3783
H 2.1956 -5.3986 0.9016
H 0.7226 -4.9075 1.7762
H 3.8557 0.6939 3.2367
H 3.8853 3.2648 2.9011
H 2.6958 5.3021 2.1031
H 0.4991 5.0243 0.9314
H -0.3858 2.7502 0.5854
Br 4.7209 -0.7732 -3.8323
C 3.0436 -1.5829 -3.4717
C 2.2952 -2.0746 -4.5306
C 1.0679 -2.6676 -4.2931
C 0.5798 -2.7707 -3.0018
C 1.3093 -2.2486 -1.9510
C 2.5402 -1.6560 -2.1792
I 3.5438 -0.7505 -0.5517
H 2.6762 -1.9665 -5.5346
H 0.4838 -3.0441 -5.1169
H -0.3712 -3.2447 -2.8117
H 0.9160 -2.2832 -0.9427
C -4.2461 1.6065 -2.8071
C -2.9121 1.2271 -2.2317
C -1.7630 1.4071 -2.9889
C -0.5190 1.0802 -2.4541
C 0.7354 1.3094 -3.2409
C -0.4561 0.6037 -1.1669
C -1.5902 0.4759 -0.3234
C -2.8339 0.7515 -0.9296
N -1.2970 0.1574 0.9636
C -2.2323 0.1451 2.0916
C -1.4071 0.5874 3.3294
C -2.7292 -1.2930 2.3309
C -3.4478 1.0860 1.9968
H -4.1461 1.8741 -3.8572
H -4.6460 2.4666 -2.2677
H -4.9585 0.7877 -2.7175
H -1.8293 1.7961 -3.9957
H 0.5131 1.4565 -4.2943
H 1.4252 0.4762 -3.1441
H 1.2536 2.1960 -2.8747
H 0.5293 0.3641 -0.7314
H -3.7576 0.5964 -0.4005
H -0.4986 -0.0419 3.4551
H -1.9872 0.4802 4.2433
H -1.1116 1.6325 3.2235
H -1.8791 -1.9538 2.5025
H -3.2734 -1.6583 1.4620
H -3.3802 -1.3233 3.2019
H -3.2015 1.9967 1.4593
H -3.7735 1.3547 2.9997
H -4.2939 0.6028 1.5155
*
```

Properties
HOMO level (spin up / spin down)	-6.29 / -7.24	eV
Kohn-Sham gap (spin up / spin down)	5.6 / 6.3	eV
LUMO (spin up / spin down)	-0.65 / -0.98	eV
electronic energy	-164543.257	eV
energy above the lowest of the compared OMol25 structures with the same formula, charge and spin	1.143	eV

Here is a molecular structure, C26H30ClFMoN6O4SSi from OMol25. Energies are from ωB97M-V/def2-TZVPD.

```
! wB97M-V def2-TZVPD RIJCOSX def2/J DEFGRID3
* xyz 0 1
Mo -0.4148 0.3894 -0.2458
C 3.3448 4.2460 1.4639
C 3.1952 4.5178 -0.0246
N 2.9099 3.3225 -0.8053
C 1.7059 2.7138 -0.7816
S 1.5408 1.1899 -1.5649
N 0.7132 3.3247 -0.1814
N -0.4332 2.5888 -0.2985
C -1.5443 3.2488 -0.2396
C -1.5815 4.7263 -0.0372
C -2.7285 2.4398 -0.4916
C -4.0188 2.9619 -0.5272
C -5.0742 2.1359 -0.8532
C -4.8058 0.8098 -1.1559
C -3.5019 0.3593 -1.0905
N -2.4689 1.1378 -0.7540
H 3.6034 5.1674 1.9865
H 2.4181 3.8564 1.8784
H 4.1307 3.5140 1.6491
H 2.3883 5.2278 -0.2061
H 4.1097 4.9514 -0.4349
H 3.6815 2.7540 -1.1116
H -1.3129 5.2450 -0.9601
H -2.5619 5.0647 0.2816
H -0.8435 5.0084 0.7112
H -4.1868 4.0024 -0.3028
H -6.0835 2.5204 -0.8821
H -5.5871 0.1222 -1.4415
H -3.2795 -0.6681 -1.3264
Cl -3.1854 -5.9573 -3.1132
C -2.4943 -4.4273 -2.6695
C -1.8408 -3.6599 -3.6523
C -1.2773 -2.4472 -3.3513
C -1.3416 -1.9527 -2.0279
O -0.7840 -0.8173 -1.7356
C -2.0083 -2.7262 -1.0514
C -2.1157 -2.2375 0.2944
O -1.7049 -1.1406 0.7022
C -2.5824 -3.9695 -1.3856
H -1.7890 -4.0426 -4.6622
H -0.7722 -1.8572 -4.1019
H -2.6093 -2.8982 1.0215
H -3.0829 -4.5545 -0.6251
C 3.6255 -2.2774 0.3338
Si 1.9216 -2.1453 -0.4456
C 2.1604 -1.7912 -2.2756
C 1.0852 -3.8446 -0.3377
N 1.0035 -0.9192 0.4253
C 1.2441 -1.0119 1.8178
C 0.7874 -2.0568 2.6137
C 1.0870 -2.1327 3.9677
C 1.8620 -1.1504 4.5630
C 2.3402 -0.0982 3.7926
C 2.0294 -0.0535 2.4538
F 2.5249 0.9667 1.7191
H 4.3422 -2.6384 -0.4036
H 3.6445 -2.9577 1.1839
H 3.9666 -1.3015 0.6815
H 2.2001 -2.7413 -2.8087
H 3.1078 -1.2775 -2.4321
H 1.3801 -1.1864 -2.7382
H 1.7762 -4.5631 0.1062
H 0.8127 -4.2123 -1.3273
H 0.1819 -3.8583 0.2665
H 0.1662 -2.8189 2.1627
H 0.7071 -2.9576 4.5549
H 2.0978 -1.1964 5.6165
H 2.9487 0.6904 4.2131
O -2.6529 1.1320 2.1272
N -1.5282 1.2402 2.5577
O -0.5483 0.9706 1.7158
*
```

Properties
HOMO level (spin up / spin down)	-7.21 / -7.21	eV
Kohn-Sham gap (spin up / spin down)	6.3 / 6.3	eV
LUMO (spin up / spin down)	-0.87 / -0.87	eV
electronic energy	-80388.485	eV
energy above the lowest of the compared OMol25 structures with the same formula, charge and spin	0.709	eV

Here is a molecular structure, C26H30F6GeN3O5RuS6 from OMol25. Energies are from ωB97M-V/def2-TZVPD.

```
! wB97M-V def2-TZVPD RIJCOSX def2/J DEFGRID3
* xyz -2 2
Ru 0.5155 -0.3581 -0.5634
F -3.7458 0.5927 -1.5305
C -4.0726 0.1233 -0.3318
F -4.2342 -1.1982 -0.4052
F -5.2482 0.6642 0.0229
S -2.7941 0.5274 0.9390
O -1.5843 -0.0754 0.4348
O -3.3251 -0.0477 2.1373
N -2.8072 2.0742 1.0743
S -2.2583 3.2180 0.1424
O -1.7174 2.8144 -1.1205
O -1.5906 4.2119 0.9290
C -3.8495 4.0547 -0.2901
F -4.5434 4.4158 0.7926
F -4.6297 3.2737 -1.0433
F -3.5831 5.1692 -0.9916
S 0.0292 -0.0131 -2.8609
S -1.5899 -1.2339 -2.8694
S -0.7970 -3.1854 -2.7566
S 0.6942 -2.9935 -1.3387
N 2.0045 -1.2606 4.7339
C 2.6635 -0.9509 3.4996
C 1.8055 -0.4163 2.3219
N 1.1323 -1.3850 1.4277
C -0.0005 -2.1487 1.9899
C 0.3925 -3.2146 2.9959
H 1.4286 -0.4440 4.9566
H 0.9000 -2.7897 3.8734
H 3.2426 -1.8238 3.1533
H 3.4070 -0.1259 3.6612
H 2.4736 0.1591 1.6687
H 1.0539 0.2734 2.7050
H 1.8205 -2.0150 1.0276
H -0.4916 -2.6270 1.1401
H -0.7018 -1.4279 2.4097
H 1.0523 -3.9516 2.5237
H -0.5070 -3.7415 3.3284
C 1.3717 2.9745 1.9201
O 0.6684 2.0869 1.0761
H 1.2888 4.0104 1.5777
H 2.4305 2.7031 2.0054
H 0.9179 2.9072 2.9078
H 1.0912 2.0870 0.2099
C 2.0772 -0.0552 -0.9704
Ge 3.4907 0.1922 -2.3110
C 3.5939 2.1155 -2.6461
C 4.6985 2.8720 -2.2634
C 4.7180 4.2475 -2.4515
C 3.6243 4.8855 -3.0171
C 2.5113 4.1462 -3.3932
C 2.4943 2.7724 -3.2049
C 3.4734 -0.7455 -4.0150
C 3.7837 -0.0642 -5.1869
C 3.7399 -0.7113 -6.4149
C 3.3709 -2.0462 -6.4799
C 3.0488 -2.7315 -5.3159
C 3.1008 -2.0874 -4.0898
C 5.1371 -0.3559 -1.3866
C 6.0422 -1.2439 -1.9617
C 7.1294 -1.7227 -1.2426
C 7.3260 -1.3199 0.0699
C 6.4335 -0.4346 0.6596
C 5.3485 0.0351 -0.0628
H 5.5582 2.3833 -1.8177
H 5.5853 4.8218 -2.1480
H 3.6346 5.9599 -3.1569
H 1.6474 4.6392 -3.8207
H 1.6096 2.2095 -3.4835
H 4.0573 0.9847 -5.1490
H 3.9780 -0.1665 -7.3208
H 3.3173 -2.5483 -7.4390
H 2.7231 -3.7632 -5.3602
H 2.7902 -2.6205 -3.1969
H 5.8930 -1.5725 -2.9845
H 7.8159 -2.4223 -1.7050
H 8.1656 -1.7030 0.6372
H 6.5725 -0.1245 1.6878
H 4.6426 0.7049 0.4183
*
```

Properties
HOMO level (spin up / spin down)	-0.05 / -0.04	eV
Kohn-Sham gap (spin up / spin down)	3.9 / 4.0	eV
LUMO (spin up / spin down)	3.86 / 3.93	eV
electronic energy	-182568.535	eV

Here is 8 unconnected molecules or ions with the total composition C26H30F8O25S from OMol25. Energies are from ωB97M-V/def2-TZVPD.

```
! wB97M-V def2-TZVPD RIJCOSX def2/J DEFGRID3
* xyz 0 1
C 4.8750 1.8960 1.8948
C 4.0546 3.3404 2.0064
F 3.5724 3.7760 0.6555
C 2.8072 3.2062 3.1062
C 1.5096 2.4093 2.4986
C 0.2153 3.2458 1.9323
O -0.6187 2.1661 1.3068
S -0.2126 0.6887 2.1231
O 0.5694 -0.3900 1.2972
O -1.3639 -0.1359 2.7541
O 0.8663 1.3464 3.3176
H 5.9658 2.0392 1.4579
H 5.0227 1.4578 2.9905
H 4.3276 1.1488 1.1724
H 4.7777 4.1557 2.4631
H 2.5404 4.2561 3.5820
H 3.2478 2.5418 3.9909
H 1.9404 1.9196 1.5259
H -0.2716 3.7097 2.9121
H 0.3828 3.9732 1.0303
C -0.1084 -2.3851 -1.5600
C 0.7992 -1.5848 -2.4303
O 1.0198 -2.4269 -3.5390
C -0.1089 -3.1836 -3.6395
O -0.4127 -3.8316 -4.6273
O -0.8639 -3.1220 -2.5003
F 1.9850 -1.3665 -1.8188
H 0.4329 -3.0777 -0.9067
H -0.7559 -1.7554 -0.9439
H 0.3735 -0.6342 -2.7689
C -1.3403 2.2826 5.6584
C -2.5174 2.6783 6.4826
O -2.3685 4.0731 6.6217
C -1.7109 4.4732 5.4973
O -1.6403 5.6315 5.1214
O -1.1459 3.4166 4.8372
F -2.4555 2.1188 7.7118
H -0.4408 2.1111 6.2592
H -1.5350 1.3912 5.0561
H -3.4847 2.4556 6.0197
C -2.8725 -4.1636 -7.0365
C -3.3399 -2.8137 -6.6111
O -4.6615 -2.7541 -7.0976
C -5.0959 -4.0456 -7.1030
O -6.2672 -4.3733 -7.1963
O -4.0591 -4.9299 -6.9830
F -2.6197 -1.8417 -7.2144
H -2.4801 -4.1732 -8.0589
H -2.1120 -4.5712 -6.3651
H -3.3395 -2.6598 -5.5267
C 4.8057 3.8011 7.5790
C 5.4823 2.4916 7.8008
O 5.4682 1.8931 6.5247
C 5.4901 2.9335 5.6450
O 5.7605 2.8227 4.4607
O 5.1794 4.1187 6.2534
F 4.7652 1.7149 8.6434
H 3.7146 3.7301 7.6414
H 5.1477 4.5696 8.2775
H 6.5146 2.5745 8.1573
C -7.3471 -6.2390 -3.8484
C -6.2536 -6.9363 -3.1138
O -5.1583 -6.0584 -3.2423
C -5.7095 -4.8162 -3.3426
O -5.0877 -3.7775 -3.1932
O -7.0470 -4.8761 -3.6237
F -5.9362 -8.1041 -3.7164
H -7.3308 -6.4415 -4.9246
H -8.3369 -6.4918 -3.4589
H -6.4645 -7.1091 -2.0531
C -0.6619 8.6123 1.3990
C -0.8071 7.1288 1.3951
O 0.4859 6.6720 1.0690
C 1.3308 7.6280 1.5475
O 2.5298 7.4662 1.7024
O 0.6691 8.7889 1.8405
F -1.6575 6.7300 0.4228
H -0.7750 9.0516 0.4022
H -1.3680 9.0975 2.0784
H -1.1154 6.7055 2.3570
C 1.7381 -5.7127 -6.0260
C 1.5929 -7.1962 -6.0299
O 2.8859 -7.6530 -6.3560
C 3.7308 -6.6970 -5.8775
O 4.9298 -6.8588 -5.7226
O 3.0691 -5.5361 -5.5845
F 0.7425 -7.5950 -7.0022
H 1.6250 -5.2734 -7.0228
H 1.0320 -5.2275 -5.3466
H 1.2846 -7.6195 -5.0680
*
```

Properties
HOMO level	-10.99	eV
Kohn-Sham gap	10.6	eV
LUMO	-0.42	eV
electronic energy	-111205.996	eV

Here is 7 unconnected molecules or ions with the total composition C26H30FNO24 from OMol25. Energies are from ωB97M-V/def2-TZVPD.

```
! wB97M-V def2-TZVPD RIJCOSX def2/J DEFGRID3
* xyz 0 1
C -3.7107 -0.6206 1.8775
C -3.2036 -1.9797 1.3700
O -4.3163 -2.5807 0.5979
C -3.7427 -3.5001 -0.2015
C -3.1987 -3.2664 -1.3913
C -3.1585 -1.9555 -2.1228
O -2.1792 -1.2971 -2.0503
N -4.2721 -1.4650 -2.8459
C -4.0868 -0.1042 -3.2386
O -4.7200 0.7401 -2.8053
F -3.1932 0.2223 -4.1708
C -2.5810 -4.5996 -1.7412
O -1.8916 -4.9322 -2.6169
O -2.8865 -5.5600 -0.7760
C -3.6828 -4.9749 0.1866
O -4.1526 -5.5219 1.0760
H -4.5346 -0.8262 2.5778
H -2.8924 -0.1218 2.4238
H -4.0305 -0.0048 1.0236
H -2.2826 -1.9020 0.7735
H -3.0141 -2.6343 2.2398
H -4.4994 -2.0391 -3.6623
C -0.3453 3.4369 2.1519
C 0.3260 2.3935 1.3017
O 0.1829 1.2077 2.0887
C -0.8760 1.3884 2.9094
O -1.3642 0.5251 3.5764
O -1.3143 2.6701 2.8763
H -0.8249 4.2154 1.5627
H 0.3395 3.9026 2.8638
H -0.1801 2.2458 0.3449
H 1.3734 2.6144 1.1166
C 1.5557 -5.5117 -2.3770
C 1.8210 -4.8359 -3.6963
O 3.2261 -5.0272 -3.8681
C 3.5866 -6.1143 -3.1333
O 4.6499 -6.6397 -3.1880
O 2.5673 -6.5182 -2.3288
H 0.5635 -5.9550 -2.3258
H 1.6885 -4.8378 -1.5267
H 1.2942 -5.3139 -4.5249
H 1.5717 -3.7767 -3.6839
C 4.3607 0.9976 0.0246
C 5.5008 1.6535 0.7504
O 5.2318 3.0467 0.5655
C 3.9021 3.1721 0.3332
O 3.3186 4.2126 0.3059
O 3.3170 1.9650 0.1398
H 4.0650 0.0541 0.4778
H 4.5748 0.8317 -1.0340
H 5.4967 1.4332 1.8176
H 6.4704 1.3842 0.3352
C 5.8583 6.8168 3.1005
C 4.9015 5.6816 2.8464
O 5.2161 4.7652 3.8962
C 5.7833 5.4761 4.9063
O 6.0096 5.0440 5.9891
O 6.0567 6.7501 4.5130
H 5.4505 7.7834 2.8110
H 6.8198 6.6741 2.6019
H 3.8568 5.9855 2.9436
H 5.0450 5.2213 1.8731
C 2.1706 -0.9781 5.5629
C 1.9606 -1.8473 4.3506
O 2.1857 -0.9380 3.2735
C 2.9662 0.0665 3.7415
O 3.4701 0.9000 3.0546
O 3.0973 0.0005 5.0876
H 2.5835 -1.5258 6.4075
H 1.2559 -0.4730 5.8801
H 2.6887 -2.6593 4.2855
H 0.9576 -2.2664 4.3020
C -6.4919 1.8876 -6.1314
C -7.7857 1.1227 -6.2405
O -7.3446 -0.1888 -6.5955
C -6.0635 -0.3165 -6.1708
O -5.4559 -1.3420 -6.1561
O -5.5612 0.8719 -5.7580
H -6.5304 2.6742 -5.3807
H -6.1771 2.3208 -7.0832
H -8.3217 1.0686 -5.2905
H -8.4518 1.5279 -6.9995
*
```

Properties
HOMO level	-10.84	eV
Kohn-Sham gap	9.8	eV
LUMO	-1.01	eV
electronic energy	-80795.595	eV